## P
{
  "formula": "C2H3NOS2",
  "method": "the ωB97M-V functional and the def2-TZVPD basis",
  "species": ["S", "S", "O", "N", "C", "C", "H", "H", "H"],
  "positions_angstrom": [[-1.070, -0.999, -0.794], [1.904, -1.332, 0.153], [0.369, 0.998, 0.206], [-1.779, 0.267, 0.058], [-0.955, 1.118, 0.466], [0.656, -0.341, -0.637], [1.020, -0.126, -1.762], [-1.409, 1.846, 1.032], [1.263, -1.430, 1.276]],
  "nbo_charge": [0.6311, 0.0827, -0.4573, -0.6187, 0.0891, -0.3007, 0.2599, 0.1871, 0.1268],
  "e_lumo_ev": [0.51, -2.23],
  "multiplicity": 3,
  "homo_ev": [-4.7, -10.0],
  "s_squared": 2.007,
  "homo_lumo_gap_ha": [0.191, 0.284]
}



## Q
{
  "formula": "C2H3NOS2",
  "method": "the ωB97M-V functional and the def2-TZVPD basis",
  "species": ["S", "S", "O", "N", "C", "C", "H", "H", "H"],
  "positions_angstrom": [[0.182, -3.359, 1.069], [0.276, 1.702, 1.483], [0.670, 1.495, -1.049], [-0.454, -2.456, -0.082], [0.920, 2.114, -0.073], [-1.209, -1.783, -0.702], [1.562, 3.049, -0.024], [-1.696, -1.292, -1.545], [-0.250, 0.530, 0.923]],
  "nbo_charge": [0.3917, -0.0115, -0.5331, -0.6723, 0.2462, 0.0592, 0.1339, 0.2308, 0.1552],
  "e_lumo_ev": [0.79, -2.51],
  "multiplicity": 3,
  "homo_ev": [-6.0, -9.3],
  "s_squared": 2.006,
  "homo_lumo_gap_ha": [0.250, 0.251]
}



Winner for stability: Q



## P
{
  "formula": "C5H11P",
  "method": "the ωB97M-V functional and the def2-TZVPD basis",
  "species": ["P", "C", "C", "C", "C", "C", "H", "H", "H", "H", "H", "H", "H", "H", "H", "H", "H"],
  "positions_angstrom": [[-3.145, -0.149, 0.424], [-2.725, 1.363, -0.057], [0.344, 0.887, 0.291], [0.672, -1.519, 0.042], [1.201, -0.296, -0.172], [2.573, 0.007, -0.515], [-0.636, 0.630, 0.073], [0.549, 1.037, 1.421], [-3.420, 2.079, -0.373], [2.793, 0.739, -1.312], [3.147, -0.747, -0.943], [0.829, 1.794, -0.240], [3.051, 0.361, 0.399], [-1.982, -0.788, 0.294], [-4.067, -1.245, 0.736], [-0.355, -1.766, 0.237], [1.172, -2.387, -0.306]],
  "nbo_charge": [0.5340, -0.6439, -0.6368, -0.4357, 0.0521, -0.6602, 0.2312, 0.2117, 0.1694, 0.2203, 0.2189, 0.2047, 0.2222, -0.0447, -0.0057, 0.1791, 0.1835],
  "e_lumo_ev": -0.02,
  "homo_ev": -8.8,
  "homo_lumo_gap_ha": 0.321,
  "smiles": "C#[PH2].C=C(C)C"
}



## Q
{
  "formula": "C5H11P",
  "method": "the ωB97M-V functional and the def2-TZVPD basis",
  "species": ["P", "C", "C", "C", "C", "C", "H", "H", "H", "H", "H", "H", "H", "H", "H", "H", "H"],
  "positions_angstrom": [[0.754, -1.523, 1.310], [-0.625, -0.759, -1.517], [0.632, -0.719, -2.315], [-0.779, -0.388, 1.512], [-0.742, 0.650, 2.532], [0.052, -0.091, 0.302], [-1.822, 1.073, 2.479], [1.222, -1.550, -1.872], [0.445, -0.867, -3.371], [0.686, 0.743, 0.268], [-1.773, -0.793, 1.440], [-0.917, -1.762, -1.394], [-0.565, 0.400, 3.566], [1.123, 0.242, -2.213], [-1.458, -0.069, -1.587], [1.397, -0.745, 2.291], [-0.083, 1.522, 2.107]],
  "nbo_charge": [0.3488, -0.2893, -0.6423, -0.4459, -0.6149, -0.4102, 0.2092, 0.2208, 0.2121, 0.2047, 0.2282, 0.1900, 0.2209, 0.2079, 0.2053, -0.0520, 0.2066],
  "e_lumo_ev": 1.17,
  "homo_ev": -8.8,
  "homo_lumo_gap_ha": 0.365
}



## R
{
  "formula": "C5H11P",
  "method": "the ωB97M-V functional and the def2-TZVPD basis",
  "species": ["P", "C", "C", "C", "C", "C", "H", "H", "H", "H", "H", "H", "H", "H", "H", "H", "H"],
  "positions_angstrom": [[0.653, 0.529, -1.410], [-1.215, -0.029, 2.345], [1.957, -0.257, -0.182], [-1.537, 2.286, 1.163], [-0.159, -0.969, -2.317], [-1.307, 1.139, 1.506], [-0.736, -0.595, -3.212], [2.060, 0.352, 0.751], [-1.565, 2.966, 0.373], [2.984, -0.709, -0.165], [-2.145, -0.587, 2.324], [0.566, -1.786, -2.623], [-1.073, 0.029, 3.391], [1.504, 0.909, -2.455], [-0.564, -0.674, 1.823], [1.272, -1.195, 0.196], [-0.697, -1.408, -1.508]],
  "nbo_charge": [0.5503, -0.7047, -0.9504, -0.2464, -0.9004, 0.0111, 0.2408, 0.2308, 0.2267, 0.2411, 0.2336, 0.2222, 0.2456, -0.0519, 0.2317, 0.2038, 0.2161],
  "e_lumo_ev": 0.88,
  "homo_ev": -8.8,
  "homo_lumo_gap_ha": 0.357,
  "smiles": "C#CC.CPC"
}



## S
{
  "formula": "C5H11P",
  "method": "the ωB97M-V functional and the def2-TZVPD basis",
  "species": ["P", "C", "C", "C", "C", "C", "H", "H", "H", "H", "H", "H", "H", "H", "H", "H", "H"],
  "positions_angstrom": [[-0.501, -0.939, -2.480], [-0.619, -0.248, -0.983], [-1.905, 0.253, -0.415], [0.867, -1.227, 0.845], [0.751, 1.438, 0.718], [0.883, 0.099, 0.003], [-2.883, -0.332, -0.840], [0.759, -2.067, 0.119], [0.086, -1.300, 1.673], [-2.095, 1.346, -0.476], [1.670, 0.184, -0.728], [-0.034, 1.469, 1.451], [0.776, -1.377, -2.187], [0.498, 2.303, 0.096], [1.777, -1.152, 1.400], [-1.838, -0.031, 0.748], [1.806, 1.581, 1.058]],
  "nbo_charge": [0.3846, -0.3494, -0.7119, -0.6310, -0.6436, -0.1687, 0.2291, 0.2309, 0.2116, 0.2330, 0.2072, 0.2137, -0.0665, 0.2198, 0.2068, 0.2156, 0.2189],
  "e_lumo_ev": 0.65,
  "homo_ev": -8.6,
  "homo_lumo_gap_ha": 0.340,
  "smiles": "[H]/P=C(/C)C(C)C"
}



Winner for stability: S



## P
{
  "formula": "C5H11P",
  "method": "the ωB97M-V functional and the def2-TZVPD basis",
  "species": ["P", "C", "C", "C", "C", "C", "H", "H", "H", "H", "H", "H", "H", "H", "H", "H", "H"],
  "positions_angstrom": [[-0.800, -0.503, -0.855], [0.384, 2.171, -0.254], [-2.324, 0.435, -0.062], [-0.277, -1.303, 0.772], [0.312, 0.921, -0.595], [2.739, -0.429, -0.564], [2.142, -1.209, -0.970], [-3.253, -0.041, -0.369], [-1.179, -1.703, 1.345], [-2.400, 1.529, -0.297], [-2.014, 0.340, 0.977], [0.262, -0.534, 1.331], [0.503, -2.060, 0.552], [1.414, 2.588, -0.338], [-0.568, 2.688, -0.009], [3.336, 0.263, -1.232], [2.701, -0.186, 0.463]],
  "nbo_charge": [0.7427, -0.5748, -0.8883, -0.9241, -0.1912, -0.5231, 0.1732, 0.2287, 0.2369, 0.2228, 0.2197, 0.2357, 0.2322, 0.2356, 0.2150, 0.1865, 0.1726],
  "e_lumo_ev": [0.36, 0.41],
  "homo_ev": [-8.5, -8.0],
  "homo_lumo_gap_ha": [0.326, 0.308]
}



## Q
{
  "formula": "C5H11P",
  "method": "the ωB97M-V functional and the def2-TZVPD basis",
  "species": ["P", "C", "C", "C", "C", "C", "H", "H", "H", "H", "H", "H", "H", "H", "H", "H", "H"],
  "positions_angstrom": [[1.244, 0.773, -0.556], [2.113, -0.012, 0.965], [-1.865, -0.741, -1.016], [0.193, -2.178, -0.946], [-0.498, -1.111, -0.829], [0.243, 2.178, 0.240], [1.212, -2.106, -0.989], [-0.157, 1.664, 1.093], [1.741, -0.594, 1.746], [-0.230, -3.095, -1.301], [2.569, 0.923, 1.298], [0.740, 3.125, 0.388], [-2.614, -1.252, -0.529], [-0.560, 2.325, -0.581], [-2.043, 0.349, -0.954], [2.953, -0.589, 0.594], [-2.088, -0.908, -2.102]],
  "nbo_charge": [0.6272, -0.9344, -0.7207, -0.5038, 0.0391, -0.9496, 0.2038, 0.2279, 0.2278, 0.1924, 0.2176, 0.2377, 0.2299, 0.2272, 0.2263, 0.2244, 0.2273],
  "e_lumo_ev": 0.61,
  "homo_ev": -7.9,
  "homo_lumo_gap_ha": 0.314
}



Winner for stability: Q



## P
{
  "formula": "CH5N2O2",
  "method": "the ωB97M-V functional and the def2-TZVPD basis",
  "species": ["O", "O", "N", "N", "C", "H", "H", "H", "H", "H"],
  "positions_angstrom": [[1.328, 1.544, 0.736], [0.301, 0.097, -1.191], [0.265, -1.217, -1.321], [-0.298, 0.631, -0.194], [-0.906, -0.238, 0.807], [1.565, 1.925, -0.125], [-0.152, -0.620, 1.525], [-1.543, 0.417, 1.312], [-1.637, -1.142, 0.504], [1.077, -1.396, -2.054]],
  "nbo_charge": [-1.0269, -0.1134, -0.6003, -0.0149, -0.4913, 0.4030, 0.2099, 0.1862, 0.1835, 0.2642],
  "e_lumo_ev": [4.71, 4.72],
  "homo_ev": [-2.1, -2.3],
  "homo_lumo_gap_ha": [0.251, 0.259],
  "total_charge": -1
}



## Q
{
  "formula": "CH5N2O2",
  "method": "the ωB97M-V functional and the def2-TZVPD basis",
  "species": ["O", "O", "N", "N", "C", "H", "H", "H", "H", "H"],
  "positions_angstrom": [[0.632, -0.769, 0.279], [-1.961, 0.067, -1.988], [-1.200, -0.556, 0.775], [-1.451, -1.114, 1.740], [1.038, 0.148, -0.614], [-1.364, -0.577, -1.705], [1.555, 1.014, -0.149], [0.275, 0.557, -1.268], [-1.772, 0.756, -1.314], [1.746, -0.415, -1.284]],
  "nbo_charge": [-0.8368, -0.9554, -0.0250, -0.2177, -0.2226, 0.4790, 0.0946, 0.0935, 0.4746, 0.1158],
  "e_lumo_ev": 4.61,
  "homo_ev": -2.5,
  "homo_lumo_gap_ha": 0.261,
  "total_charge": -1
}



Winner for stability: Q



## P
{
  "formula": "C5H16N2S",
  "method": "the ωB97M-V functional and the def2-TZVPD basis",
  "species": ["S", "N", "N", "C", "C", "C", "C", "C", "H", "H", "H", "H", "H", "H", "H", "H", "H", "H", "H", "H", "H", "H", "H", "H"],
  "positions_angstrom": [[2.006, -1.372, 0.260], [-0.645, -1.004, -0.965], [-0.500, -0.324, 1.960], [-0.923, 0.446, -0.996], [-2.221, 2.329, -2.008], [1.983, -0.289, 1.729], [-1.957, 0.834, -2.028], [0.697, 0.511, 1.829], [-2.989, 2.591, -2.726], [-1.585, 0.564, -3.012], [-0.265, -1.253, 1.584], [-1.318, 2.886, -2.264], [-1.221, 0.741, 0.003], [0.440, -1.207, -0.431], [-1.371, -1.540, -0.507], [0.030, 0.919, -1.222], [0.737, 1.200, 2.666], [-2.890, 0.288, -1.875], [0.609, 1.120, 0.927], [2.832, 0.387, 1.689], [-0.726, -0.460, 2.937], [-2.553, 2.660, -1.030], [-0.533, -1.355, -1.904], [2.091, -0.908, 2.620]],
  "nbo_charge": [-0.4547, -0.7572, -0.8765, -0.2379, -0.6016, -0.5177, -0.4080, -0.2293, 0.2157, 0.1946, 0.3622, 0.2077, 0.2420, 0.3276, 0.4014, 0.2096, 0.1885, 0.1988, 0.1671, 0.2076, 0.3624, 0.2082, 0.3945, 0.1949],
  "e_lumo_ev": 0.61,
  "homo_ev": -7.2,
  "homo_lumo_gap_ha": 0.289
}



## Q
{
  "formula": "C5H16N2S",
  "method": "the ωB97M-V functional and the def2-TZVPD basis",
  "species": ["S", "N", "N", "C", "C", "C", "C", "C", "H", "H", "H", "H", "H", "H", "H", "H", "H", "H", "H", "H", "H", "H", "H", "H"],
  "positions_angstrom": [[0.601, 0.753, 2.024], [0.211, 0.552, -0.945], [2.902, -1.075, -3.101], [-0.669, -0.472, 2.313], [1.540, 0.026, -1.290], [1.587, -0.557, -2.704], [-2.750, 1.004, 2.345], [-2.021, -0.168, 1.697], [3.224, -1.762, -2.428], [-0.282, -1.402, 1.869], [-2.616, -1.089, 1.722], [-2.146, 1.916, 2.279], [3.567, -0.310, -3.064], [-0.474, -0.059, -1.382], [2.238, 0.873, -1.220], [-2.977, 0.736, 3.384], [0.425, 0.812, 0.599], [0.883, -1.409, -2.712], [1.244, 0.218, -3.394], [-3.699, 1.203, 1.840], [0.052, 1.481, -1.325], [-0.764, -0.658, 3.378], [-1.961, 0.059, 0.629], [1.883, -0.674, -0.514]],
  "nbo_charge": [-0.1927, -0.8165, -0.8188, -0.5261, -0.2417, -0.2275, -0.6120, -0.4011, 0.3537, 0.2012, 0.1970, 0.2194, 0.3493, 0.3711, 0.1894, 0.1988, 0.2012, 0.1805, 0.1885, 0.2033, 0.3759, 0.2179, 0.1893, 0.2001],
  "e_lumo_ev": 0.73,
  "homo_ev": -8.0,
  "homo_lumo_gap_ha": 0.321,
  "smiles": "CCCS.NCCN"
}



Winner for stability: Q



## P
{
  "formula": "C3H4O3Zn",
  "method": "the ωB97M-V functional and the def2-TZVPD basis",
  "species": ["Zn", "O", "O", "O", "C", "C", "C", "H", "H", "H", "H"],
  "positions_angstrom": [[2.105, -0.414, 0.221], [0.166, -1.897, -1.216], [-1.459, -0.395, -1.306], [-0.745, -1.077, 0.591], [-0.105, 0.200, 0.738], [-0.866, -1.391, -0.739], [-0.739, 1.051, -0.231], [0.002, 0.501, 1.785], [-1.680, 1.522, 0.066], [-0.144, 1.742, -0.837], [3.465, 0.158, 0.928]],
  "nbo_charge": [1.1387, -0.6324, -0.5795, -0.5598, -0.3977, 0.9510, -0.0435, 0.2446, 0.1969, 0.2019, -0.5201],
  "e_lumo_ev": [-1.17, -1.17],
  "homo_ev": [-8.4, -8.4],
  "homo_lumo_gap_ha": [0.265, 0.265]
}



## Q
{
  "formula": "C3H4O3Zn",
  "method": "the ωB97M-V functional and the def2-TZVPD basis",
  "species": ["Zn", "O", "O", "O", "C", "C", "C", "H", "H", "H", "H"],
  "positions_angstrom": [[0.533, -2.744, -0.074], [0.613, 0.146, 0.226], [0.199, 2.093, 1.262], [-1.465, 0.823, 0.472], [-0.263, -0.955, -0.427], [-0.171, 1.119, 0.645], [-1.597, -0.592, 0.190], [-1.812, -1.083, 1.151], [-2.442, -0.739, -0.491], [-0.334, -3.260, -1.439], [-0.239, -0.683, -1.496]],
  "nbo_charge": [1.2693, -0.5383, -0.6053, -0.4962, -0.5126, 0.9567, -0.1292, 0.1739, 0.2089, -0.5313, 0.2041],
  "e_lumo_ev": -2.12,
  "homo_ev": -9.0,
  "homo_lumo_gap_ha": 0.254
}



Winner for stability: Q